No. 1
Computed, not measured: a molecular structure, C33H45Cl2N2OP3PbS, with wB97M-V/def2-TZVPD.

```
88
Properties=species:S:1:pos:R:3:forces:R:3
P -3.0467 0.8913 -0.6590 2.26 -0.78 1.58
C -4.1400 0.8385 0.7078 -0.07 0.15 -0.03
C -4.8636 2.0199 0.8849 -0.01 0.81 -0.41
H -4.5650 2.9275 0.3164 -0.44 -0.71 0.47
C -5.9576 2.0266 1.7248 -0.25 -0.04 0.40
H -6.5608 2.9331 1.8223 0.21 -0.38 0.07
C -6.2868 0.8584 2.4231 -0.51 0.07 0.26
H -7.1770 0.8577 3.0786 0.64 -0.02 -0.45
C -5.5151 -0.3056 2.3092 -0.06 0.13 0.14
H -5.7836 -1.2036 2.8730 0.16 0.40 -0.17
C -4.4176 -0.3112 1.4637 0.47 -0.60 -0.38
H -3.7574 -1.1993 1.3720 -0.69 0.57 0.01
C -2.2554 2.4283 -0.9449 -0.15 0.71 -1.10
C -1.7312 3.2373 0.0772 -0.12 -0.24 0.54
H -1.7733 2.8959 1.1247 -0.02 0.17 -0.60
C -1.1606 4.4632 -0.2307 -0.20 0.01 -1.04
H -0.7560 5.0991 0.5458 -0.03 -0.06 0.02
C -1.1449 4.9008 -1.5748 -0.22 -0.48 0.09
H -0.7413 5.8801 -1.8189 -0.07 -0.16 0.06
C -1.6653 4.0901 -2.6030 0.43 0.22 0.84
H -1.6806 4.4377 -3.6232 0.08 0.07 -0.11
C -2.1839 2.8410 -2.2939 -0.18 0.03 0.33
H -2.5903 2.1940 -3.0775 0.11 0.30 0.21
C -3.3078 -0.2116 -1.9902 -0.66 -0.25 -0.55
C -4.5904 0.0259 -2.5246 0.50 -0.35 -0.26
H -5.2261 0.7728 -2.0491 -0.04 -0.19 -0.28
C -4.9910 -0.6799 -3.6440 -0.29 -0.21 -0.36
H -5.9752 -0.4667 -4.0753 0.43 -0.24 0.09
C -4.1398 -1.6421 -4.2061 -0.03 0.25 0.19
H -4.4664 -2.1888 -5.0921 0.14 0.14 0.28
C -2.8856 -1.9097 -3.6392 0.13 -0.15 -0.10
H -2.2351 -2.6769 -4.0835 -0.40 0.38 0.27
C -2.4497 -1.2109 -2.5150 -0.84 0.64 0.11
H -1.5134 -1.4399 -2.0206 0.03 0.04 -0.11
Pb 1.2235 -1.7433 1.1703 4.89 -0.95 1.31
C 2.6996 -0.1129 -0.2643 1.41 -3.46 2.83
C 2.3064 0.7545 -1.1234 -1.27 2.04 -1.68
H 3.7330 -0.4692 0.0054 -0.74 0.79 -0.90
C 0.7766 1.0710 -1.1908 0.46 -0.33 -1.09
O 0.3884 0.6424 -2.5390 -0.24 0.03 0.88
H -0.5736 0.5429 -2.5628 0.06 0.14 -0.09
C -0.0196 0.3271 -0.1510 -1.10 -0.40 -0.08
H 0.6509 2.1857 -1.1946 -0.37 -0.88 0.72
C -0.2833 -0.6386 0.6904 -6.20 4.83 -1.51
Cl 3.3527 -2.0368 2.2424 0.36 -0.95 0.27
Cl -0.6429 -2.5868 3.0410 0.70 -0.18 -0.29
P 1.6712 0.7262 2.9899 0.08 -0.26 0.25
C 2.3702 0.1952 4.5974 -0.10 0.01 -0.08
H 3.4299 -0.0530 4.4633 -0.25 0.08 0.13
H 1.8398 -0.7130 4.9112 0.14 0.22 0.06
H 2.2434 0.9901 5.3453 0.16 -0.28 -0.10
C 2.7696 2.1188 2.5436 0.05 0.01 -0.05
H 2.3562 2.6346 1.6670 0.11 -0.04 0.18
H 3.7517 1.7088 2.2743 -0.16 0.19 0.10
H 2.8678 2.8223 3.3826 0.05 -0.12 -0.27
C 0.1562 1.5921 3.5180 -0.13 0.00 0.16
H -0.6508 0.8529 3.6055 0.10 0.23 0.08
H -0.1242 2.3480 2.7756 0.01 -0.11 0.14
H 0.3304 2.0689 4.4916 -0.23 0.02 -0.25
P 3.3058 1.6553 -2.4001 -1.62 -1.00 1.63
C 5.0174 1.6056 -1.9063 0.27 0.24 -0.23
C 2.6366 3.3203 -2.4138 0.41 0.41 -0.30
H 5.3210 0.5647 -1.7278 -0.10 0.32 -0.09
H 5.1626 2.1993 -0.9924 -0.06 -0.20 -0.29
H 5.6027 2.0376 -2.7307 0.07 -0.16 0.32
H 1.5934 3.3199 -2.7537 0.29 -0.10 -0.02
H 3.2431 3.9234 -3.0998 -0.23 0.11 0.13
H 2.6866 3.7516 -1.4046 0.07 -0.14 -0.26
C 3.0127 0.8458 -3.9679 0.31 0.12 -0.32
H 3.2903 -0.2128 -3.8824 -0.02 0.28 -0.02
H 3.6250 1.3379 -4.7328 -0.16 -0.20 -0.03
H 1.9440 0.9147 -4.2051 0.37 0.03 0.07
H -1.2670 -0.8421 1.3268 2.13 0.40 -1.50
S 1.0066 -3.5475 -0.6725 0.03 -0.26 0.07
C 1.8271 -4.5798 0.4491 0.81 -1.41 0.87
N 3.0237 -5.1026 0.1098 -0.73 0.96 0.05
C 3.9443 -5.6454 1.1120 0.26 -0.27 -0.33
C 3.1396 -6.4211 2.1261 0.55 -0.14 0.78
C 2.0743 -5.5282 2.7201 -0.28 -0.19 0.37
N 1.3108 -4.8821 1.6508 0.05 0.89 -0.80
H 3.4159 -4.7252 -0.7429 -0.09 -0.16 0.08
H 4.4964 -4.8241 1.5865 -0.08 -0.12 -0.10
H 4.6507 -6.2913 0.5773 -0.12 0.15 0.22
H 3.8073 -6.7775 2.9365 -0.39 0.17 -0.46
H 2.6858 -7.2885 1.6645 -0.09 -0.23 -0.15
H 2.5144 -4.7525 3.3603 -0.11 -0.12 -0.11
H 1.3571 -6.1095 3.3170 0.27 0.21 -0.14
H 0.4831 -4.3475 1.9488 0.10 -0.45 -0.15
```
Forces are in eV/Å.

Its charge is +2. Its energy above the lowest of the compared OMol25 structures with the same formula, charge and spin is 0.0 kcal per mole. The HOMO energy (alpha / beta) comes out at -12.082 / -12.354 eV. The largest force on an atom comes out at 8.00 eV/A.


No. 2
Computed, not measured: a molecular structure, C33H45CrN4O4S5Sb, with wB97M-V/def2-TZVPD.

```
93
Properties=species:S:1:pos:R:3:forces:R:3
Cr -0.0078 0.4687 1.1692 -0.24 0.41 -0.30
C -3.9936 -0.4914 0.5999 -0.02 -0.02 0.01
C -2.7811 0.1666 -0.0407 0.04 0.06 -0.11
C -3.1744 1.1096 -1.1668 -0.01 -0.01 0.01
O -2.0709 0.8981 0.9898 0.01 -0.14 0.17
C -1.8367 -0.9261 -0.5701 0.12 -0.08 -0.15
O -2.2700 -1.6990 -1.4267 0.08 0.03 -0.01
O -0.6682 -0.9717 -0.0517 -0.30 -0.07 0.18
H -4.6806 0.2733 0.9657 0.01 0.00 0.00
H -3.6909 -1.1221 1.4387 0.01 -0.01 -0.01
H -4.4983 -1.1140 -0.1378 0.00 0.01 0.01
H -3.9030 1.8382 -0.8037 0.02 0.01 0.00
H -3.6149 0.5326 -1.9786 -0.01 -0.01 0.02
H -2.2970 1.6400 -1.5364 -0.01 0.00 0.00
H -2.1655 1.8616 0.8524 0.00 0.13 0.06
S -1.7599 4.6349 0.8326 -0.12 -0.17 0.00
Sb 0.2953 3.6717 0.9495 0.11 -0.09 0.02
S 0.3706 1.8680 -0.6204 0.22 0.29 -0.07
S 0.2313 2.0385 2.7570 0.04 -0.08 -0.16
S 2.2686 4.7707 1.0138 -0.03 0.08 0.02
C -1.8570 -5.4095 4.1504 -0.01 -0.02 0.02
C -0.7646 -4.6191 4.8858 0.00 0.01 -0.02
C -1.2277 -4.3167 6.3170 0.01 0.00 0.02
C 0.5004 -5.4754 4.9547 0.01 -0.01 -0.02
C -0.5340 -3.3177 4.1272 0.02 0.00 -0.02
C -1.5082 -2.3209 4.1173 -0.02 0.01 0.01
C -1.3160 -1.1745 3.3730 -0.01 -0.02 -0.07
N -0.2233 -0.9796 2.6387 0.04 -0.18 0.13
C 0.7440 -1.8997 2.6663 0.05 0.02 0.07
C 0.6193 -3.0747 3.3935 -0.03 -0.01 0.02
C 1.9437 -1.5403 1.8774 -0.05 0.01 0.00
C 3.1021 -2.2911 1.8558 -0.02 -0.01 -0.02
C 4.1915 -1.8810 1.0867 0.00 -0.03 -0.01
C 4.0448 -0.7005 0.3746 0.01 0.05 -0.02
C 2.8598 0.0163 0.4457 0.01 -0.01 0.02
N 1.8280 -0.3961 1.1797 0.18 -0.31 -0.06
C 5.4764 -2.7021 1.0870 -0.01 0.02 0.01
C 6.5041 -2.1526 0.0986 0.02 0.02 0.00
C 6.0755 -2.6587 2.5004 0.01 -0.01 0.00
C 5.1667 -4.1556 0.7075 -0.01 -0.02 0.00
H -2.0664 -6.3414 4.6806 0.00 0.00 -0.01
H -1.5442 -5.6544 3.1337 0.00 0.01 0.01
H -2.7834 -4.8367 4.0872 0.01 -0.01 0.00
H -1.3091 -5.2476 6.8818 -0.01 0.00 -0.01
H -2.2051 -3.8345 6.3356 0.02 0.01 0.00
H -0.5183 -3.6653 6.8308 0.00 -0.01 0.00
H 0.2961 -6.3743 5.5384 0.00 0.00 0.00
H 1.3225 -4.9409 5.4360 -0.01 0.00 0.00
H 0.8276 -5.7971 3.9638 -0.01 0.01 0.00
H -2.4266 -2.4282 4.6779 0.00 0.00 0.00
H -2.0474 -0.3763 3.3364 -0.01 -0.01 0.00
H 1.4201 -3.7974 3.3732 -0.01 0.01 0.00
H 3.1569 -3.2001 2.4378 0.01 0.02 0.00
H 4.8372 -0.3030 -0.2419 -0.01 -0.01 0.01
H 2.7078 0.9431 -0.0936 -0.01 -0.01 -0.02
H 6.8117 -1.1379 0.3563 -0.01 -0.01 0.00
H 6.1176 -2.1454 -0.9226 0.00 0.00 0.01
H 7.3948 -2.7831 0.1151 0.00 0.00 0.00
H 6.2840 -1.6309 2.8023 0.00 -0.01 -0.01
H 7.0107 -3.2225 2.5259 -0.01 0.00 0.01
H 5.3960 -3.0942 3.2350 0.01 0.00 0.00
H 4.7380 -4.2146 -0.2946 -0.01 0.00 -0.02
H 4.4663 -4.6217 1.4020 0.00 0.01 0.00
H 6.0865 -4.7440 0.7177 -0.01 0.00 0.00
C 0.5085 -5.5093 0.1551 -0.01 -0.02 0.01
C 0.5875 -4.1809 -0.5847 0.00 -0.01 0.03
C 1.4806 -4.2769 -1.8136 0.05 0.03 -0.07
N 1.7658 -2.9882 -2.4393 -0.06 0.06 0.08
C 0.8422 -2.1601 -2.9760 0.00 -0.12 -0.02
S 1.0867 -0.5522 -3.1993 0.01 -0.08 0.11
N -0.3680 -2.8002 -3.3198 -0.10 0.04 -0.04
C -0.5365 -3.8524 -4.1723 -0.04 -0.08 0.00
O -1.5985 -4.4449 -4.2560 0.07 0.00 0.05
C 0.6217 -4.2561 -5.0432 -0.03 0.00 -0.02
C 0.8211 -5.6151 -5.2613 0.01 0.05 0.00
C 1.8502 -6.0454 -6.0833 -0.04 -0.01 0.00
C 2.6678 -5.1163 -6.7143 0.02 0.00 -0.01
C 2.4524 -3.7596 -6.5203 0.03 -0.02 -0.01
C 1.4348 -3.3268 -5.6820 -0.01 0.03 -0.01
H -0.1882 -5.4463 0.9935 0.02 0.01 0.00
H 1.4859 -5.8073 0.5497 -0.02 0.01 -0.02
H 0.1601 -6.3105 -0.5017 -0.01 0.02 0.01
H 0.9822 -3.4038 0.0676 0.03 0.09 0.11
H -0.4077 -3.8445 -0.8779 -0.01 0.01 -0.01
H 1.0465 -4.9578 -2.5471 0.02 -0.01 0.02
H 2.4506 -4.7019 -1.5436 0.01 0.00 0.03
H 2.5995 -2.5043 -2.1435 0.04 -0.01 -0.01
H -1.2017 -2.4598 -2.8253 0.01 0.14 0.03
H 0.1518 -6.3213 -4.7862 0.00 0.00 0.00
H 2.0091 -7.1049 -6.2413 0.00 0.01 0.00
H 3.4680 -5.4506 -7.3633 -0.01 0.00 0.00
H 3.0783 -3.0321 -7.0217 0.00 -0.01 0.00
H 1.2704 -2.2673 -5.5301 0.00 -0.01 0.00
```
Forces are in eV/Å.

As for the spin multiplicity: 2. Its charge is -1. As for the expectation value of S²: 0.777. Its energy above the lowest of the compared OMol25 structures with the same formula, charge and spin is 0.0 kcal per mole. The HOMO energy (alpha / beta) comes out at -4.499 / -4.535 eV. The largest force on an atom comes out at 0.56 eV/A.


It is found that the molecular weight values, taken in the order of the records, are 888.831; 895.838 g/mol.